1.
ORCA calculation (ωB97M-V/def2-TZVPD) on a structure of composition C34H56N2O2P3Pb.

Atoms and positions in Å:
C -2.343 1.583 -1.269
C -3.152 0.588 0.718
C -3.601 2.089 -1.588
C -4.409 1.222 0.508
C -4.640 1.927 -0.665
H -3.747 2.611 -2.538
H -5.172 1.110 1.277
H -5.617 2.348 -0.864
N -2.157 0.796 -0.204
P 0.440 2.270 -1.210
P -1.536 -1.351 2.036
C -1.100 1.874 -2.145
H -0.896 0.990 -2.769
H -1.336 2.691 -2.839
C -2.912 -0.264 1.849
H -3.675 -0.208 2.626
C -1.923 -2.974 1.121
C -0.899 -1.575 3.818
C 1.996 2.081 -2.320
C 0.104 4.017 -0.571
C -0.618 -3.667 0.681
H -0.065 -4.093 1.528
H -0.883 -4.496 0.007
H 0.046 -2.991 0.131
C -2.723 -3.888 2.057
H -2.119 -4.273 2.889
H -3.618 -3.389 2.451
H -3.055 -4.760 1.476
C -2.770 -2.633 -0.120
H -2.849 -3.529 -0.754
H -3.786 -2.329 0.169
H -2.319 -1.837 -0.722
C 0.149 -2.710 3.856
H 0.979 -2.530 3.151
H 0.586 -2.753 4.865
H -0.285 -3.697 3.652
C -0.228 -0.288 4.340
H 0.737 -0.083 3.853
H -0.876 0.590 4.236
H -0.020 -0.424 5.414
C -2.124 -1.865 4.689
H -2.655 -2.777 4.393
H -1.788 -1.996 5.727
H -2.823 -1.019 4.668
C 1.375 4.513 0.155
H 1.147 5.472 0.644
H 1.692 3.813 0.947
H 2.210 4.693 -0.539
C -1.074 3.981 0.432
H -2.030 3.778 -0.071
H -0.925 3.242 1.236
H -1.144 4.975 0.907
C -0.288 4.949 -1.725
H -0.462 5.948 -1.300
H 0.493 5.051 -2.488
H -1.225 4.633 -2.203
C 1.988 0.710 -3.022
H 1.122 0.576 -3.683
H 2.896 0.628 -3.642
H 2.012 -0.111 -2.295
C 3.249 2.121 -1.423
H 3.228 1.322 -0.665
H 4.135 1.953 -2.055
H 3.382 3.087 -0.922
C 2.045 3.197 -3.366
H 1.127 3.247 -3.967
H 2.253 4.178 -2.921
H 2.875 2.980 -4.053
Pb 0.285 0.218 0.661
C 0.591 2.377 2.594
O 1.031 2.937 3.495
N 0.137 -1.198 -1.343
C -0.271 -1.774 -2.284
C -0.580 -2.547 -3.426
C 0.482 -3.098 -4.166
C -1.906 -2.810 -3.832
C 0.225 -3.893 -5.279
H 1.513 -2.900 -3.850
C -2.138 -3.618 -4.946
H -2.742 -2.381 -3.265
C -1.084 -4.162 -5.680
H 1.057 -4.308 -5.838
H -3.159 -3.833 -5.251
H -1.275 -4.787 -6.553
C 3.881 1.390 2.301
P 3.757 -0.318 1.704
C 5.142 -0.720 0.638
C 3.581 -1.385 3.144
O 2.529 -0.481 0.808
H 3.118 1.576 3.068
H 3.744 2.073 1.450
H 4.864 1.567 2.753
H 6.113 -0.711 1.138
H 4.934 -1.721 0.250
H 5.152 0.008 -0.175
H 4.500 -1.435 3.739
H 3.340 -2.387 2.769
H 2.780 -1.003 3.787

Properties
- Total charge: +3
- Kohn-Sham gap (spin up / spin down): 5.71 / 5.87 eV
- HOMO (spin up / spin down): -15.6 / -16.2 eV

Mulliken charges in e: atom 1 (C): -0.32, atom 2 (C): 0.54, atom 3 (C): -0.72, atom 4 (C): -1.07, atom 5 (C): -0.91, atom 6 (H): 0.57, atom 7 (H): 0.58, atom 8 (H): 0.49, atom 9 (N): 0.90, atom 10 (P): -0.03, atom 11 (P): 0.23, atom 12 (C): -1.12, atom 13 (H): 0.50, atom 14 (H): 0.82, atom 15 (C): -1.29, atom 16 (H): 0.42, atom 17 (C): 2.05, atom 18 (C): 1.89, atom 19 (C): 1.92, atom 20 (C): 1.72, atom 21 (C): -1.56, atom 22 (H): 0.33, atom 23 (H): 0.53, atom 24 (H): 0.10, atom 25 (C): -1.85, atom 26 (H): 0.33, atom 27 (H): 0.41, atom 28 (H): 0.52, atom 29 (C): -1.17, atom 30 (H): 0.68, atom 31 (H): 0.32, atom 32 (H): -0.32, atom 33 (C): -1.76, atom 34 (H): 0.16, atom 35 (H): 0.52, atom 36 (H): 0.31, atom 37 (C): -1.30, atom 38 (H): -0.12, atom 39 (H): 0.30, atom 40 (H): 0.60, atom 41 (C): -1.64, atom 42 (H): 0.35, atom 43 (H): 0.50, atom 44 (H): 0.39, atom 45 (C): -1.56, atom 46 (H): 0.55, atom 47 (H): 0.11, atom 48 (H): 0.33, atom 49 (C): -1.31, atom 50 (H): 0.35, atom 51 (H): -0.07, atom 52 (H): 0.61, atom 53 (C): -1.63, atom 54 (H): 0.50, atom 55 (H): 0.29, atom 56 (H): 0.36, atom 57 (C): -1.82, atom 58 (H): 0.39, atom 59 (H): 0.66, atom 60 (H): 0.11, atom 61 (C): -1.51, atom 62 (H): -0.21, atom 63 (H): 0.68, atom 64 (H): 0.28, atom 65 (C): -1.94, atom 66 (H): 0.37, atom 67 (H): 0.36, atom 68 (H): 0.55, atom 69 (Pb): 2.93, atom 70 (C): -0.11, atom 71 (O): -0.18, atom 72 (N): -0.35, atom 73 (C): 0.67, atom 74 (C): 0.13, atom 75 (C): -0.41, atom 76 (C): -0.22, atom 77 (C): -0.73, atom 78 (H): 0.42, atom 79 (C): -0.80, atom 80 (H): 0.42, atom 81 (C): -0.45, atom 82 (H): 0.42, atom 83 (H): 0.42, atom 84 (H): 0.44, atom 85 (C): -0.77, atom 86 (P): 1.00, atom 87 (C): -1.05, atom 88 (C): -1.06, atom 89 (O): -0.94, atom 90 (H): 0.20, atom 91 (H): 0.07, atom 92 (H): 0.54, atom 93 (H): 0.44, atom 94 (H): 0.36, atom 95 (H): 0.29, atom 96 (H): 0.52, atom 97 (H): 0.35, atom 98 (H): 0.18

---

2.
ORCA calculation (ωB97M-V/def2-TZVPD) on a structure of composition C34H57BrIrN11O4.

Atoms and positions in Å:
Ir -0.318 0.018 0.484
C -0.281 4.769 3.480
N -0.576 4.150 2.189
C -1.255 5.022 1.244
C 0.015 2.948 1.870
N -0.736 1.906 1.507
C -2.193 2.128 1.606
C -2.884 1.089 0.783
N -2.301 -0.240 1.055
C -2.483 -0.654 2.465
C -1.261 -0.354 3.257
N -0.101 -0.731 2.464
C 0.940 -1.206 3.173
N 2.058 -1.726 2.638
C 3.258 -1.960 3.448
C 2.184 -2.163 1.260
N 0.898 -1.190 4.541
C 1.053 -2.421 5.313
C 0.686 0.023 5.319
C -2.867 -1.245 0.143
C -2.023 -2.475 0.158
N -0.660 -2.140 -0.262
C -0.091 -3.082 -1.008
N 1.124 -3.030 -1.597
C 1.720 -4.224 -2.205
C 1.890 -1.830 -1.855
N -0.744 -4.286 -1.239
C -1.334 -4.542 -2.542
C -1.032 -5.224 -0.168
N 1.358 2.901 2.026
C 2.101 1.745 2.496
C 2.153 4.129 2.003
H 0.423 5.600 3.402
H 0.115 4.028 4.173
H -1.210 5.162 3.894
H -2.242 5.310 1.617
H -1.360 4.543 0.282
H -0.676 5.939 1.102
H -2.522 3.088 1.220
H -2.502 2.106 2.656
H -2.768 1.277 -0.280
H -3.957 1.082 0.999
H -2.717 -1.714 2.484
H -3.334 -0.129 2.905
H -1.322 -0.901 4.194
H -1.215 0.705 3.504
H 3.245 -1.343 4.340
H 4.131 -1.689 2.856
H 3.351 -3.008 3.737
H 1.486 -1.643 0.624
H 1.992 -3.236 1.167
H 3.198 -1.959 0.921
H 1.155 -3.275 4.648
H 0.169 -2.571 5.936
H 1.922 -2.377 5.973
H 0.648 0.892 4.669
H 1.518 0.153 6.015
H -0.233 -0.024 5.910
H -2.909 -0.811 -0.849
H -3.891 -1.491 0.443
H -2.510 -3.178 -0.512
H -1.993 -2.945 1.145
H 1.408 -5.128 -1.695
H 2.803 -4.135 -2.127
H 1.461 -4.306 -3.263
H 1.330 -0.962 -1.557
H 2.091 -1.753 -2.928
H 2.851 -1.865 -1.338
H -1.145 -3.698 -3.206
H -2.417 -4.677 -2.453
H -0.926 -5.448 -3.000
H -0.509 -4.926 0.740
H -0.687 -6.222 -0.449
H -2.103 -5.297 0.049
H 2.285 1.837 3.571
H 3.068 1.705 2.003
H 1.557 0.837 2.295
H 1.646 4.904 1.437
H 3.101 3.907 1.513
H 2.372 4.494 3.008
O -2.617 0.689 -2.254
C -1.486 0.305 -2.527
O -0.512 0.055 -1.741
C -1.167 0.134 -4.004
C -2.280 -0.124 -4.887
C -2.130 -0.330 -6.231
C -0.823 -0.232 -6.703
O -0.384 -0.362 -7.933
C 1.036 -0.157 -7.924
O 1.385 0.097 -6.553
C 0.279 0.056 -5.839
C 0.121 0.237 -4.468
H -3.268 -0.138 -4.445
H -2.959 -0.546 -6.891
H 1.291 0.703 -8.539
H 1.541 -1.053 -8.279
H 0.955 0.443 -3.810
Br 2.528 1.069 -0.605
C 1.481 2.430 -1.435
C 2.013 3.314 -2.356
C 1.125 4.234 -2.896
C -0.208 4.210 -2.498
C -0.606 3.268 -1.563
N 0.246 2.388 -1.028
H 3.056 3.286 -2.638
H 1.473 4.959 -3.620
H -0.927 4.906 -2.909
H -1.640 3.194 -1.245

Properties
- Total charge: +3
- 2S+1: 2
- Energy relative to the best compared isomer or geometry (same formula, charge and spin): 0.0 kJ/mol
- Kohn-Sham gap (spin up / spin down): 7.71 / 5.23 eV
- HOMO (spin up / spin down): -15.5 / -15.5 eV
- Expectation value of S²: 0.77

Here are the Mulliken charges for atoms 1 to 99, given in e: atom 1 (Ir): 3.21, atom 2 (C): -1.10, atom 3 (N): 0.61, atom 4 (C): -1.04, atom 5 (C): -1.25, atom 6 (N): 0.50, atom 7 (C): -0.57, atom 8 (C): -1.33, atom 9 (N): -0.04, atom 10 (C): -1.65, atom 11 (C): -0.86, atom 12 (N): 0.82, atom 13 (C): -0.64, atom 14 (N): 0.55, atom 15 (C): -1.25, atom 16 (C): 0.13, atom 17 (N): 0.44, atom 18 (C): -1.19, atom 19 (C): -0.95, atom 20 (C): -1.99, atom 21 (C): -0.14, atom 22 (N): 0.74, atom 23 (C): -1.49, atom 24 (N): 0.90, atom 25 (C): -1.20, atom 26 (C): -0.79, atom 27 (N): 0.47, atom 28 (C): -1.14, atom 29 (C): -1.09, atom 30 (N): 1.17, atom 31 (C): -1.67, atom 32 (C): -1.28, atom 33 (H): 0.37, atom 34 (H): 0.23, atom 35 (H): 0.41, atom 36 (H): 0.35, atom 37 (H): 0.29, atom 38 (H): 0.39, atom 39 (H): 0.86, atom 40 (H): 0.33, atom 41 (H): -0.15, atom 42 (H): 0.60, atom 43 (H): 0.58, atom 44 (H): 0.38, atom 45 (H): 0.97, atom 46 (H): 0.20, atom 47 (H): 0.38, atom 48 (H): 0.38, atom 49 (H): 0.42, atom 50 (H): -0.91, atom 51 (H): 0.29, atom 52 (H): 0.45, atom 53 (H): 0.33, atom 54 (H): 0.39, atom 55 (H): 0.38, atom 56 (H): 0.16, atom 57 (H): 0.34, atom 58 (H): 0.28, atom 59 (H): 0.29, atom 60 (H): 0.37, atom 61 (H): 0.66, atom 62 (H): 0.18, atom 63 (H): 0.34, atom 64 (H): 0.43, atom 65 (H): 0.32, atom 66 (H): -0.46, atom 67 (H): 0.58, atom 68 (H): 0.47, atom 69 (H): 0.26, atom 70 (H): 0.42, atom 71 (H): 0.32, atom 72 (H): 0.29, atom 73 (H): 0.38, atom 74 (H): 0.36, atom 75 (H): 0.43, atom 76 (H): 0.47, atom 77 (H): 0.23, atom 78 (H): 0.40, atom 79 (H): 0.35, atom 80 (H): 0.36, atom 81 (O): -0.78, atom 82 (C): -0.02, atom 83 (O): 0.43, atom 84 (C): -0.22, atom 85 (C): -0.86, atom 86 (C): -1.03, atom 87 (C): 1.01, atom 88 (O): -0.36, atom 89 (C): -0.24, atom 90 (O): -0.43, atom 91 (C): 0.81, atom 92 (C): -0.65, atom 93 (H): 0.59, atom 94 (H): 0.50, atom 95 (H): 0.31, atom 96 (H): 0.31, atom 97 (H): 0.75, atom 98 (Br): 0.10, atom 99 (C): 0.30